*P*
Below is the ion C5H14N2 with charge -1, with properties calculated with wB97M-V/def2-TZVPD.

Its total charge is -1. Its spin multiplicity is 2. The expectation value of S² is 0.75. The orbital gap (alpha / beta) is 2.380 / 8.853 eV. Its LUMO energy (alpha / beta) is 3.869 / 3.784 eV.

Positions of all 21 atoms, in Å:
1 C -2.63617 -0.24734 -0.05864
2 N -1.44757 0.45481 0.48126
3 C -0.12929 -1.30840 1.79863
4 C -0.28149 -0.40150 0.55688
5 C 1.03649 0.30807 0.21249
6 N 1.09596 0.77861 -1.14810
7 C 2.31860 0.55791 -1.85140
8 H -3.48544 0.43072 0.04058
9 H -2.85528 -1.19312 0.44531
10 H -2.49926 -0.29026 -1.14278
11 H -1.68135 0.63991 1.45528
12 H 0.88049 -1.72406 1.79299
13 H -0.37647 -0.74286 2.69123
14 H -0.81473 -2.15883 1.66505
15 H -0.25198 -1.01946 -0.36066
16 H 1.17377 1.14348 0.94246
17 H 1.93908 -0.29906 0.31707
18 H 0.78937 1.72656 -1.29829
19 H 3.25445 0.64519 -1.23274
20 H 2.41096 -0.56295 -1.97243
21 H 2.41977 0.97118 -2.85249

*Q*
Below is a cluster of 2 separate species, C5H14N2 in total, with properties calculated with wB97M-V/def2-TZVPD.

Its total charge is -1. Its spin multiplicity is 2. The expectation value of S² is 0.75. The orbital gap (alpha / beta) is 4.519 / 4.429 eV. Its LUMO energy (alpha / beta) is 3.619 / 3.581 eV.

Positions of all 21 atoms, in Å:
1 C -0.03116 1.18445 0.11487
2 C -0.07438 -0.32821 0.09392
3 N 1.12118 -1.07055 0.42481
4 C 2.67567 -1.71845 2.12215
5 C 1.80861 -0.56346 1.58817
6 C -2.78048 1.20744 -2.78920
7 N -2.27649 0.34058 -1.65562
8 H 0.34224 1.57350 1.07032
9 H -0.98683 1.63275 -0.14041
10 H 0.70012 1.51610 -0.63268
11 H -0.76446 -0.77331 0.85471
12 H -0.53513 -0.74025 -0.80230
13 H 2.02360 -2.41350 2.65341
14 H 3.61113 -1.58154 2.67105
15 H 2.46501 0.26870 1.29984
16 H 3.02484 -2.21014 1.20816
17 H 1.14547 -0.21413 2.39208
18 H -2.10011 2.05276 -2.97828
19 H -2.56325 0.33435 -3.42627
20 H -3.04974 -0.22013 -1.29037
21 H -3.75584 1.72306 -2.77836

*R*
Below is the ion C5H14N2 with charge -1, with properties calculated with wB97M-V/def2-TZVPD.

Its total charge is -1. Its spin multiplicity is 2. The expectation value of S² is 0.75. The orbital gap (alpha / beta) is 2.774 / 9.320 eV. Its LUMO energy (alpha / beta) is 4.180 / 4.045 eV.

Positions of all 21 atoms, in Å:
1 C -0.56496 -0.69179 1.72427
2 C -1.30298 -0.09276 0.45253
3 C -0.95011 1.33680 0.05368
4 C 0.46104 1.64182 -0.54516
5 C 1.32653 0.22018 -0.99709
6 N 0.86029 -0.27597 -2.33295
7 N -0.26993 -2.12865 1.48934
8 H -1.20722 -0.80168 2.58684
9 H 0.34595 -0.11702 2.01703
10 H -1.03635 -0.78772 -0.37586
11 H -2.37030 -0.10498 0.50912
12 H -1.91666 1.68979 -0.54471
13 H -1.03420 2.00164 0.97624
14 H 1.14451 2.29346 0.03099
15 H 0.37099 2.14416 -1.57923
16 H 1.52749 -0.44285 -0.17525
17 H 2.27148 0.65565 -1.30866
18 H -0.03154 -0.98766 -2.51721
19 H 1.57209 -0.81454 -2.75094
20 H 0.21728 -2.39631 2.33564
21 H 0.58657 -2.34158 0.95140

*S*
Below is the ion C5H14N2 with charge -1, with properties calculated with wB97M-V/def2-TZVPD.

Its total charge is -1. Its spin multiplicity is 2. The expectation value of S² is 0.75. The orbital gap (alpha / beta) is 2.533 / 8.317 eV. Its LUMO energy (alpha / beta) is 3.956 / 3.834 eV.

Positions of all 21 atoms, in Å:
1 N -1.27495 -1.54519 -0.09893
2 C -1.05014 0.12608 -2.53174
3 C 0.03837 -0.13062 -1.52803
4 C -0.41816 -0.35816 -0.08300
5 C 0.91494 -0.56472 0.91413
6 N 1.37962 0.75466 1.16382
7 C 0.69758 1.47776 2.25280
8 H -0.74603 -2.39547 0.04175
9 H -1.99639 -1.47375 0.69001
10 H -1.65915 0.99164 -2.22401
11 H -0.62567 0.44368 -3.48746
12 H -1.74625 -0.71533 -2.74011
13 H 0.52581 -1.10306 -1.89942
14 H 0.81997 0.60547 -1.73765
15 H -0.95503 0.49540 0.32644
16 H 0.58179 -1.12162 1.87364
17 H 1.64131 -1.11063 0.33586
18 H 2.40450 0.82732 1.11410
19 H -0.25130 1.86717 1.84987
20 H 0.32588 0.74119 3.08879
21 H 1.39328 2.18819 2.67915

Verdict on stability: *S* comes out on top.

*P*
Below is a cluster of 4 separate species, C3H15NO3 in total, with properties calculated with wB97M-V/def2-TZVPD.

Its total charge is 0. The orbital gap is 9.511 eV. Its LUMO energy is 0.513 eV.

Positions of all 22 atoms, in Å:
1 C 0.16367 -2.04413 1.64156
2 N 0.15784 -1.23205 0.33763
3 C -0.69215 -2.02893 -0.80110
4 C 1.64446 -0.99216 -0.03783
5 H 0.46739 -3.06654 1.50800
6 H 0.59189 -1.47322 2.41247
7 H -0.91395 -2.11660 1.91981
8 H -1.20982 -1.32790 -1.32792
9 H -1.30028 -2.78208 -0.15471
10 H 0.11456 -2.58965 -1.36269
11 H 2.01847 -0.12661 0.36187
12 H 2.22543 -1.91713 0.39561
13 H 1.49384 -1.05589 -1.10936
14 H -0.04170 4.07882 0.63591
15 H -0.04996 5.16469 1.78143
16 O 0.46386 4.84885 0.87790
17 H -0.67845 1.34748 -0.20894
18 H -1.29545 2.45131 0.92137
19 O -0.59857 2.21898 0.27833
20 H -0.57493 0.49959 -1.98644
21 H -1.19324 0.82245 -3.38561
22 O -0.79287 1.32072 -2.69728

*Q*
Below is a cluster of 4 separate species, C3H15NO3 in total, with properties calculated with wB97M-V/def2-TZVPD.

Its total charge is 0. The orbital gap is 9.659 eV. Its LUMO energy is 0.711 eV.

Positions of all 22 atoms, in Å:
1 C 0.80798 -1.09101 1.67717
2 C 1.73403 -0.46796 0.58718
3 N 1.08549 0.10679 -0.59314
4 C 1.79892 0.85157 -1.61228
5 H 0.99833 -2.18094 1.80050
6 H 0.87494 -0.53038 2.63350
7 H -0.24370 -0.94824 1.35665
8 H 2.20612 0.38566 1.04423
9 H 2.42106 -1.26547 0.24635
10 H 0.45436 -0.58535 -1.01941
11 H 1.80786 2.02950 -1.48872
12 H 1.30563 0.50470 -2.58255
13 H 2.94901 0.47362 -1.70612
14 H -2.17706 1.00037 0.45463
15 H -2.41967 0.02384 1.55837
16 O -2.57398 0.05305 0.59901
17 H -1.60462 -1.09649 -0.50428
18 H -2.08028 -1.41987 -1.83724
19 O -1.35203 -1.64433 -1.23177
20 H -0.58984 2.84635 0.46472
21 H -0.01101 1.41923 0.22154
22 O -0.76589 1.94632 0.58244

*R*
Below is a cluster of 4 separate species, C3H15NO3 in total, with properties calculated with wB97M-V/def2-TZVPD.

Its total charge is 0. The orbital gap is 8.839 eV. Its LUMO energy is 0.428 eV.

Positions of all 22 atoms, in Å:
1 C -2.12788 0.59576 0.90842
2 C -1.11465 1.74115 0.97823
3 C 0.29951 1.30781 1.36369
4 N -2.26844 -0.11691 -0.44852
5 H -3.25412 0.73766 1.07950
6 H -1.74921 -0.13324 1.72228
7 H -1.52939 2.63456 1.53591
8 H -1.06352 2.27012 0.03008
9 H 0.79560 2.16018 1.01717
10 H 0.55455 0.39453 0.95426
11 H 0.53066 1.09252 2.43275
12 H -1.99917 0.40593 -1.45067
13 H -2.13695 -1.17005 -0.31955
14 H 0.51616 -2.82732 -4.39967
15 H 1.35362 -3.28455 -5.58665
16 O 1.43334 -2.96411 -4.66743
17 H 3.55976 1.28301 1.55974
18 H 3.87345 2.38544 0.52293
19 O 4.13323 1.53305 0.75881
20 H 0.04549 -2.39753 -0.01352
21 H 0.48604 -3.03330 1.19052
22 O -0.33808 -2.61471 0.83173

Verdict on stability: *Q* comes out on top.